1.
# C33H25N3O3S4Ti

A molecular structure, C33H25N3O3S4Ti (the ωB97M-V functional and the def2-TZVPD basis, OMol25).

```
! RIJCOSX wB97M-V def2-TZVPD def2/J DEFGRID3
* xyz -2 1
Ti 0.142 -0.478 0.040
S 2.416 0.304 1.009
C 2.670 2.031 1.057
C 4.001 2.460 0.858
C 4.370 3.788 0.910
C 3.415 4.773 1.165
C 2.107 4.378 1.371
C 1.723 3.037 1.313
S 0.018 2.655 1.656
C -0.742 3.270 0.151
C -0.416 2.552 -1.146
C -0.964 3.101 -2.273
C -0.632 2.526 -3.533
C 0.358 1.614 -3.587
C 1.068 1.217 -2.376
C 2.241 0.555 -2.464
S 1.768 -2.214 -0.170
C 0.897 -3.546 -0.908
C 1.550 -4.463 -1.728
C 0.862 -5.525 -2.302
C -0.497 -5.676 -2.057
C -1.159 -4.768 -1.240
C -0.479 -3.701 -0.652
S -1.252 -2.561 0.409
N 0.446 1.506 -1.132
H 4.740 1.699 0.642
H 5.407 4.059 0.740
H 3.687 5.821 1.207
H 1.341 5.113 1.593
H -0.413 4.304 0.025
H -1.820 3.303 0.326
H -1.641 3.943 -2.195
H -1.166 2.820 -4.431
H 0.656 1.151 -4.521
H 2.787 0.236 -1.591
H 2.607 0.274 -3.445
H 2.607 -4.325 -1.925
H 1.384 -6.220 -2.950
H -1.048 -6.491 -2.514
H -2.223 -4.871 -1.059
O -3.848 0.784 -3.605
C -3.060 -0.073 -4.279
C -3.342 -0.308 -5.624
C -2.566 -1.188 -6.359
C -1.496 -1.849 -5.766
C -1.204 -1.608 -4.434
C -1.968 -0.724 -3.679
C -1.590 -0.491 -2.266
O -0.481 -0.960 -1.858
N -2.437 0.168 -1.511
N -1.966 0.206 -0.212
C -2.845 0.478 0.676
C -2.636 0.358 2.099
C -3.705 0.610 2.964
C -3.594 0.421 4.327
C -2.381 -0.042 4.843
C -1.311 -0.297 4.015
C -1.405 -0.100 2.623
O -0.360 -0.288 1.880
H -3.529 0.779 -2.661
H -4.179 0.215 -6.068
H -2.801 -1.362 -7.403
H -0.892 -2.542 -6.338
H -0.370 -2.092 -3.940
H -3.851 0.724 0.334
H -4.642 0.953 2.537
H -4.432 0.619 4.983
H -2.279 -0.202 5.911
H -0.362 -0.646 4.401
*
```

The value obtained for the largest force on an atom is 0.011 Eh/bohr. The energy comes out at -111701.20519 eV. The HOMO-LUMO gap comes out at 0.1961 Ha. The value obtained for the energy above the lowest of the compared OMol25 structures with the same formula, charge and spin is 0.0 kJ/mol.

2.
# C24H22F3N6O3S4SbY

A molecular structure, C24H22F3N6O3S4SbY (the ωB97M-V functional and the def2-TZVPD basis, OMol25).

```
! RIJCOSX wB97M-V def2-TZVPD def2/J DEFGRID3
* xyz -1 1
Y 0.081 1.050 -0.097
C -1.997 2.040 -2.857
C -0.981 1.127 -3.436
C -0.962 0.924 -4.819
C 0.018 0.145 -5.381
C 0.974 -0.424 -4.553
C 0.903 -0.193 -3.188
N -0.066 0.559 -2.637
C 1.956 -0.753 -2.282
C 2.915 -1.640 -2.759
C 3.884 -2.107 -1.893
C 3.866 -1.697 -0.576
C 2.864 -0.827 -0.156
N 1.955 -0.353 -1.009
C 2.808 -0.355 1.263
C 3.534 -1.000 2.254
C 3.528 -0.444 3.524
C 2.827 0.724 3.743
C 2.075 1.288 2.712
C 1.298 2.542 2.905
N 2.048 0.712 1.502
H -2.915 2.004 -3.441
H -1.613 3.073 -2.850
H -2.212 1.807 -1.820
H -1.717 1.410 -5.421
H 0.060 -0.010 -6.451
H 1.767 -1.015 -4.981
H 2.917 -1.968 -3.786
H 4.651 -2.782 -2.248
H 4.627 -2.028 0.113
H 4.067 -1.915 2.052
H 4.072 -0.918 4.331
H 2.819 1.207 4.710
H 1.365 2.885 3.936
H 0.243 2.408 2.655
H 1.664 3.334 2.244
S -0.991 5.490 -2.255
Sb -0.005 4.592 -0.411
S -1.524 3.015 0.609
S 1.631 2.980 -1.046
S 0.790 5.920 1.241
F -0.976 0.582 4.707
C -1.677 -0.314 3.984
F -2.792 0.302 3.547
F -2.072 -1.281 4.832
C -0.825 -0.854 2.796
O -0.530 -2.042 2.792
O -0.569 0.043 1.956
C -1.458 -3.880 0.424
N -2.210 -2.640 0.279
C -3.477 -2.509 0.743
C -4.130 -1.330 0.705
C -3.409 -0.200 0.185
N -2.184 -0.339 -0.290
C -1.537 -1.535 -0.206
O -0.351 -1.613 -0.523
N -3.974 1.013 0.176
H -2.162 -4.677 0.657
H -0.729 -3.758 1.222
H -0.955 -4.102 -0.515
H -3.918 -3.403 1.162
H -5.129 -1.236 1.100
H -4.814 1.143 0.711
H -3.345 1.825 0.112
*
```

The value obtained for the largest force on an atom is 0.014 Eh/bohr. The energy comes out at -99414.81146 eV. The HOMO-LUMO gap comes out at 0.2088 Ha. The value obtained for the energy above the lowest of the compared OMol25 structures with the same formula, charge and spin is 20.0 kJ/mol.

3.
# C4H6N2O

A single C4H6N2O molecule (the ωB97M-V functional and the def2-TZVPD basis, OMol25).

```
! RIJCOSX wB97M-V def2-TZVPD def2/J DEFGRID3
* xyz 0 3
C 0.211 1.213 -0.800
C 0.300 0.206 -1.733
C 0.054 0.915 0.657
C 0.270 -1.222 -1.457
N 0.011 -0.239 1.103
N -0.222 -0.586 2.388
O -0.702 -1.836 -1.904
H -0.074 2.314 -1.043
H 0.336 0.444 -2.809
H 0.038 1.738 1.317
H 1.154 -1.681 -0.981
H -0.846 -1.348 2.240
H -0.530 0.081 3.023
*
```

The value obtained for the largest force on an atom is 0.157 Eh/bohr. The energy comes out at -9266.87511 eV. The HOMO-LUMO gap (alpha / beta) comes out at 0.2567 / 0.2537 Ha. The value obtained for the energy above the lowest of the compared OMol25 structures with the same formula, charge and spin is 124.7 kJ/mol.

4.
# C5H7NO

A single C5H7NO molecule (the ωB97M-V functional and the def2-TZVPD basis, OMol25).

```
! RIJCOSX wB97M-V def2-TZVPD def2/J DEFGRID3
* xyz 0 1
C 1.572 0.920 -0.697
C 0.611 0.135 0.108
O 0.840 -0.059 1.455
C -0.304 -0.517 1.994
C -1.277 -0.664 1.031
C -0.609 -0.348 -0.195
N -1.253 -0.417 -1.443
H 1.045 1.309 -1.577
H 1.954 1.773 -0.127
H 2.416 0.316 -1.034
H -0.258 -0.686 3.066
H -2.021 0.129 0.873
H -2.052 -1.044 -1.389
H -0.611 -0.813 -2.115
*
```

The value obtained for the largest force on an atom is 0.051 Eh/bohr. The energy comes out at -8833.56990 eV. The HOMO-LUMO gap comes out at 0.3314 Ha. The value obtained for the energy above the lowest of the compared OMol25 structures with the same formula, charge and spin is 254.0 kJ/mol. Its SMILES is Cc1occc1N.

5.
# C38H36N2O2STa

A molecular structure, C38H36N2O2STa (the ωB97M-V functional and the def2-TZVPD basis, OMol25).

```
! RIJCOSX wB97M-V def2-TZVPD def2/J DEFGRID3
* xyz 1 1
Ta -0.428 -0.026 0.775
C 0.631 -0.043 5.262
C 0.848 -0.235 3.793
O -0.151 -0.409 3.082
C 2.221 -0.229 3.258
C 3.329 -0.342 4.104
C 4.610 -0.361 3.588
C 4.800 -0.256 2.212
C 3.720 -0.128 1.355
C 2.450 -0.113 1.891
O 1.385 0.035 1.060
H -0.433 0.056 5.454
H 1.163 0.841 5.614
H 1.013 -0.903 5.815
H 3.183 -0.432 5.172
H 5.458 -0.458 4.251
H 5.802 -0.265 1.804
H 3.845 -0.027 0.286
C 1.984 -0.406 -6.139
C 2.834 -0.941 -5.181
C 2.478 -0.898 -3.841
C 1.264 -0.344 -3.435
C 0.425 0.203 -4.406
C 0.783 0.172 -5.745
C 0.954 -0.300 -1.989
C -0.249 -0.314 -1.388
C -1.519 -0.588 -2.125
C -1.652 -1.770 -2.859
C -2.835 -2.076 -3.513
C -3.918 -1.208 -3.444
C -3.803 -0.034 -2.714
C -2.617 0.268 -2.054
H 2.260 -0.428 -7.184
H 3.776 -1.383 -5.476
H 3.148 -1.309 -3.093
H -0.507 0.670 -4.114
H 0.125 0.608 -6.485
H 1.837 -0.206 -1.363
H -0.801 -2.439 -2.933
H -2.907 -2.988 -4.094
H -4.840 -1.441 -3.961
H -4.636 0.655 -2.663
H -2.527 1.195 -1.501
N -4.414 -5.884 -0.107
C -4.448 -5.125 0.999
S -5.314 -5.474 2.338
C -3.560 -3.911 0.943
C -3.907 -2.763 1.645
C -3.078 -1.669 1.590
N -1.933 -1.676 0.885
C -1.578 -2.790 0.221
C -2.372 -3.917 0.225
H -4.993 -6.709 -0.133
H -4.010 -5.560 -0.969
H -4.817 -2.738 2.226
H -3.324 -0.753 2.113
H -0.646 -2.754 -0.329
H -2.035 -4.792 -0.314
C -1.146 4.301 1.098
C -0.312 3.170 0.456
C -0.280 3.439 -1.053
C -1.019 1.845 0.676
C 1.073 3.170 1.090
C 2.239 3.378 0.365
C 3.469 3.489 1.008
C 3.556 3.382 2.386
C 2.400 3.136 3.120
C 1.179 3.029 2.475
H -2.103 4.399 0.582
H -0.618 5.253 1.025
H -1.347 4.106 2.152
H -1.301 3.477 -1.435
H 0.255 2.656 -1.597
H 0.188 4.403 -1.263
H -2.115 1.963 0.656
H 2.204 3.468 -0.712
H 4.361 3.670 0.422
H 4.509 3.491 2.886
H 2.451 3.044 4.199
H 0.283 2.843 3.059
*
```

The value obtained for the largest force on an atom is 0.030 Eh/bohr. The energy comes out at -59447.24750 eV. The HOMO-LUMO gap comes out at 0.2249 Ha. The value obtained for the energy above the lowest of the compared OMol25 structures with the same formula, charge and spin is 60.1 kJ/mol.

6.
# C28H27CdF6N8O7PS2

A molecular structure, C28H27CdF6N8O7PS2 (the ωB97M-V functional and the def2-TZVPD basis, OMol25).

```
! RIJCOSX wB97M-V def2-TZVPD def2/J DEFGRID3
* xyz 0 1
Cd -15.553 9.675 2.090
C -16.451 11.915 7.221
N -15.946 11.826 5.892
C -14.918 12.615 5.352
C -14.776 12.268 4.037
N -15.642 11.218 3.754
C -16.379 10.950 4.874
P -17.385 9.489 5.109
C -18.428 9.568 3.606
N -17.898 9.876 2.403
C -18.955 10.229 1.559
C -20.135 10.192 2.252
N -19.823 9.681 3.527
C -20.748 9.235 4.516
C -16.051 8.281 4.857
N -15.705 7.827 3.616
C -15.010 6.613 3.859
C -14.989 6.369 5.191
N -15.527 7.461 5.821
C -15.367 7.827 7.205
H -17.316 11.234 7.381
H -16.660 12.958 7.512
H -15.703 11.529 7.937
H -14.423 13.388 5.983
H -14.021 12.591 3.328
H -18.759 10.493 0.511
H -21.162 10.562 2.083
H -21.764 9.525 4.253
H -20.588 9.662 5.505
H -20.746 8.097 4.606
H -14.565 6.094 3.038
H -14.631 5.499 5.735
H -14.758 7.131 7.780
H -16.324 7.904 7.751
H -14.713 8.702 7.310
F -16.180 6.967 -2.769
C -15.994 6.065 -1.789
F -17.145 5.487 -1.460
F -15.158 5.082 -2.293
S -15.193 6.925 -0.240
O -16.157 7.890 0.343
O -14.797 5.730 0.523
N -13.991 7.733 -0.982
S -13.571 9.251 -0.869
O -12.227 9.428 -1.395
O -13.937 9.845 0.402
C -14.700 10.156 -2.131
F -14.278 11.436 -2.252
F -16.001 10.188 -1.737
F -14.644 9.553 -3.375
O -13.307 9.419 5.470
C -12.841 9.227 4.301
O -13.140 9.906 3.261
C -11.774 8.187 4.006
C -10.565 7.980 4.664
C -9.662 7.040 4.142
C -10.049 6.301 3.002
C -11.292 6.584 2.424
N -12.032 7.533 2.849
H -10.403 8.532 5.588
H -8.723 6.894 4.686
H -9.348 5.569 2.599
H -11.598 5.963 1.557
C -14.947 14.339 -0.334
C -16.154 13.680 0.306
O -16.054 12.702 1.018
C -17.457 14.415 0.185
C -18.623 13.892 0.753
C -19.739 14.682 0.782
C -19.724 15.992 0.306
C -18.585 16.496 -0.287
C -17.474 15.707 -0.405
H -14.089 13.681 -0.157
H -14.732 15.338 0.086
H -15.044 14.434 -1.422
H -18.645 12.893 1.158
H -20.654 14.266 1.193
H -20.626 16.591 0.367
H -18.573 17.494 -0.726
H -16.524 16.053 -0.880
*
```

The value obtained for the largest force on an atom is 0.075 Eh/bohr. The energy comes out at -107554.40930 eV. The HOMO-LUMO gap comes out at 0.2816 Ha. The value obtained for the energy above the lowest of the compared OMol25 structures with the same formula, charge and spin is 120.7 kJ/mol.

energy above the lowest of the compared OMol25 structures with the same formula, charge and spin of number 2 (C24H22F3N6O3S4SbY)?
20.0 kJ/mol

What is the energy in the fifth record?
-59447.24750 eV

Which of these has the highest energy above the lowest of the compared OMol25 structures with the same formula, charge and spin?
C5H7NO

Look up the energy above the lowest of the compared OMol25 structures with the same formula, charge and spin of the fourth one.
254.0 kJ/mol